Record 1
Here is a cluster of 11 separate species, C25H48Cl3NO13 in total at a distorted geometry from the Open Molecules 2025 dataset. Energies are from the ωB97M-V functional and the def2-TZVPD basis.

Each line ends with the Mulliken charge.
Positions of all 90 atoms, in Å:
C (-6.255, 1.367, 0.055)  -0.945
C (-5.410, 0.815, 1.388)  -0.534
C (-3.954, 0.301, 0.836)  -0.327
C (-2.700, 1.324, 1.143)  0.754
C (-2.988, 2.851, 0.525)  -1.090
C (-1.274, 0.845, 0.412)  0.372
C (-1.224, -0.325, -0.741)  -0.223
C (0.151, -0.811, -1.536)  -0.241
N (-0.016, -1.908, -2.564)  -0.270
C (-1.057, -1.583, -3.612)  -0.267
C (-0.942, -0.084, -4.267)  -0.756
C (1.572, -0.073, -1.150)  0.624
C (1.571, 1.089, 0.052)  0.295
C (0.178, 1.558, 0.840)  -0.189
C (0.206, 2.720, 2.039)  -0.431
C (1.009, 2.037, 3.337)  -0.497
O (0.660, 0.603, 3.378)  -0.116
C (-0.329, 0.335, 4.465)  -0.446
C (-1.288, -0.965, 4.184)  -0.806
C (3.069, 1.738, 0.389)  0.522
O (3.194, 3.001, 0.874)  -0.556
C (4.445, 0.841, 0.106)  0.022
C (5.862, 1.019, 0.914)  0.074
Cl (6.091, 2.310, 2.230)  -0.264
C (7.201, 0.078, 0.580)  -0.267
C (7.161, -1.112, -0.556)  0.017
Cl (8.581, -2.241, -0.989)  -0.147
C (5.727, -1.290, -1.380)  0.079
Cl (5.705, -2.654, -2.669)  -0.199
C (4.426, -0.338, -1.080)  0.219
C (2.981, -0.447, -1.911)  -0.047
O (3.062, -0.804, -3.200)  -0.542
H (-6.817, 0.488, -0.480)  0.221
H (-7.019, 2.203, 0.351)  0.296
H (-5.531, 1.849, -0.758)  0.294
H (-5.982, -0.109, 1.828)  0.273
H (-5.281, 1.707, 2.144)  0.299
H (-3.649, -0.757, 1.297)  0.075
H (-4.096, 0.090, -0.329)  0.152
H (-2.598, 1.446, 2.304)  0.051
H (-4.126, 3.120, 0.481)  0.384
H (-2.439, 3.696, 1.120)  0.313
H (-2.542, 2.843, -0.563)  0.226
H (-2.245, -0.847, -1.047)  -0.295
H (0.889, -2.232, -2.971)  0.303
H (-1.072, -2.355, -4.499)  0.418
H (-2.114, -1.637, -3.078)  -0.102
H (-1.430, -0.149, -5.354)  0.340
H (0.189, 0.207, -4.375)  0.188
H (-1.573, 0.723, -3.666)  0.199
H (0.779, 3.687, 1.709)  0.351
H (-0.870, 2.975, 2.450)  0.146
H (0.683, 2.632, 4.314)  0.377
H (2.177, 2.181, 3.217)  0.039
H (0.328, 0.087, 5.424)  0.349
H (-1.023, 1.270, 4.681)  0.351
H (-1.109, -1.761, 5.055)  0.302
H (-1.051, -1.529, 3.164)  0.150
H (-2.450, -0.725, 4.228)  0.205
H (8.231, 0.236, 1.150)  0.269
O (-8.264, -1.115, -0.416)  -0.590
H (-8.959, -1.388, -1.034)  0.297
H (-8.213, -1.847, 0.216)  0.272
O (-4.076, -2.989, 0.412)  -0.679
H (-3.170, -2.783, 0.138)  0.333
H (-4.125, -3.955, 0.350)  0.323
O (9.994, 1.074, -1.136)  -0.581
H (10.900, 1.281, -1.410)  0.308
H (9.945, 0.109, -1.198)  0.289
O (1.727, -2.955, -5.527)  -0.625
H (1.581, -3.825, -5.125)  0.334
H (2.304, -2.500, -4.895)  0.274
O (-4.397, -4.116, -1.883)  -0.624
H (-5.111, -3.622, -1.452)  0.359
H (-4.218, -3.612, -2.691)  0.284
O (-10.927, -2.154, -2.107)  -0.618
H (-11.366, -1.809, -2.898)  0.312
H (-11.630, -2.627, -1.636)  0.308
O (2.512, -1.656, 2.590)  -0.707
H (1.798, -1.162, 3.020)  0.382
H (2.690, -1.152, 1.782)  0.305
O (8.829, 4.038, 3.343)  -0.600
H (8.135, 3.766, 2.724)  0.324
H (8.880, 3.306, 3.975)  0.311
O (2.340, 5.004, 4.030)  -0.608
H (2.735, 5.882, 3.921)  0.304
H (2.726, 4.483, 3.309)  0.313
O (4.452, -4.774, -5.335)  -0.607
H (4.667, -4.419, -6.211)  0.320
H (4.567, -4.017, -4.742)  0.291

## Properties
Orbital gap, eV: 6.1
Multiplicity: 1
Energy, Eh: -3393.988714
SMILES: CCC[C@H](C)c1cc(NCC)c2c(c1CCOCC)C(=O)c1c(Cl)cc(Cl)c(Cl)c1C2=O.O.O.O.O.O.O.O.O.O.O



Record 2
Here is a structure of composition C25H48F3O23Rb at a distorted geometry from the Open Molecules 2025 dataset. Energies are from the ωB97M-V functional and the def2-TZVPD basis.

Each line ends with the Mulliken charge.
Positions of all 100 atoms, in Å:
Rb (-0.684, 4.872, -2.071)  1.039
C (1.052, 1.221, -2.026)  0.819
O (0.731, 0.689, -0.730)  -0.186
O (1.125, 2.645, -1.768)  -0.936
C (2.319, 0.564, -2.606)  0.607
F (2.632, 0.936, -3.856)  -0.282
F (3.381, 0.758, -1.811)  -0.288
F (2.251, -0.785, -2.643)  -0.283
C (-0.492, 0.012, -0.526)  0.382
C (-0.881, 0.150, 0.887)  -0.207
H (-1.039, 1.214, 1.059)  -0.152
H (-1.804, -0.419, 1.000)  0.515
H (-0.072, -0.056, 1.587)  -0.458
H (-0.216, -1.019, -0.749)  -0.049
H (-1.343, 0.166, -1.191)  0.050
H (0.260, 0.899, -2.702)  -0.668
C (-0.069, -4.681, -1.320)  -0.381
O (-1.099, -4.135, -2.165)  -0.193
C (-2.384, -4.666, -2.086)  0.782
O (-2.817, -5.294, -1.149)  -0.553
O (-3.045, -4.423, -3.223)  -0.275
C (-4.279, -4.967, -3.542)  -0.694
H (0.591, -3.902, -0.939)  -0.190
H (0.507, -5.403, -1.900)  0.314
H (-0.531, -5.218, -0.492)  0.416
H (-4.257, -6.001, -3.198)  0.319
H (-4.415, -4.891, -4.621)  0.232
H (-5.198, -4.501, -3.185)  0.295
C (0.543, 1.483, 8.926)  -0.641
O (0.678, 1.327, 7.492)  -0.319
C (-0.423, 1.309, 6.676)  0.775
O (-1.569, 1.128, 7.023)  -0.586
O (0.025, 1.363, 5.456)  -0.254
C (-0.887, 1.477, 4.369)  -0.549
H (-0.511, 1.518, 9.203)  0.348
H (1.071, 2.376, 9.260)  0.227
H (1.082, 0.600, 9.268)  0.223
H (-0.383, 1.807, 3.461)  0.150
H (-1.741, 2.096, 4.645)  0.390
H (-1.103, 0.430, 4.157)  0.223
C (4.904, 0.660, -6.574)  -0.434
O (5.541, 1.941, -6.779)  -0.334
C (5.528, 2.857, -5.851)  0.834
O (4.871, 2.893, -4.840)  -0.540
O (6.496, 3.696, -6.125)  -0.357
C (6.717, 4.876, -5.303)  -0.618
H (5.466, 0.030, -5.884)  0.274
H (4.690, 0.268, -7.568)  0.248
H (3.922, 0.937, -6.192)  0.155
H (7.530, 5.473, -5.717)  0.224
H (7.049, 4.448, -4.357)  0.292
H (5.866, 5.544, -5.167)  0.275
C (-5.082, 2.070, 0.194)  -0.628
O (-4.375, 2.940, 1.084)  -0.364
C (-3.227, 3.444, 0.713)  0.766
O (-2.586, 3.131, -0.265)  -0.447
O (-2.758, 4.178, 1.729)  -0.384
C (-1.590, 5.013, 1.689)  -0.635
H (-5.473, 2.550, -0.703)  0.312
H (-6.039, 1.937, 0.699)  0.252
H (-4.582, 1.112, 0.047)  0.267
H (-1.671, 5.735, 0.876)  0.224
H (-0.646, 4.477, 1.594)  0.336
H (-1.696, 5.602, 2.600)  0.235
C (-2.789, 3.380, -4.603)  -0.136
O (-2.220, 2.150, -5.137)  -0.352
C (-2.307, 1.107, -4.392)  0.868
O (-2.894, 0.954, -3.348)  -0.551
O (-1.369, 0.238, -4.799)  -0.315
C (-1.074, -1.008, -4.139)  -0.395
H (-2.732, 3.440, -3.516)  -0.305
H (-3.816, 3.495, -4.951)  0.310
H (-2.247, 4.269, -4.927)  0.294
H (-1.040, -0.989, -3.050)  0.019
H (-0.130, -1.404, -4.514)  0.287
H (-1.814, -1.801, -4.247)  0.361
C (-1.959, -4.373, 6.319)  -0.576
O (-2.151, -3.994, 4.942)  -0.351
C (-1.065, -3.542, 4.217)  0.759
O (0.116, -3.602, 4.662)  -0.595
O (-1.517, -3.198, 3.048)  -0.292
C (-0.594, -3.229, 1.952)  -0.431
H (-1.312, -5.249, 6.352)  0.275
H (-2.944, -4.570, 6.743)  0.217
H (-1.491, -3.513, 6.799)  0.261
H (0.053, -4.106, 1.959)  0.389
H (0.077, -2.372, 2.011)  -0.015
H (-1.105, -3.232, 0.989)  0.298
C (2.834, -1.971, -0.009)  -0.095
O (2.913, -2.170, 1.431)  -0.362
C (2.815, -1.146, 2.288)  0.829
O (2.522, 0.039, 2.063)  -0.576
O (2.977, -1.668, 3.594)  -0.365
C (2.630, -0.870, 4.661)  -0.695
H (2.137, -1.154, -0.194)  -0.222
H (2.382, -2.765, -0.604)  0.240
H (3.777, -1.679, -0.472)  0.420
H (1.605, -1.089, 4.962)  0.174
H (2.598, 0.212, 4.529)  0.353
H (3.279, -1.085, 5.510)  0.363

## Properties
Orbital gap, eV: 6.1
Multiplicity: 1
Energy, Eh: -3035.473032
ΔE to the lowest compared entry with this formula, charge and spin, kcal/mol: 73.6



Record 3
Here is a structure of composition C25H48P4SeTi at a distorted geometry from the Open Molecules 2025 dataset. Energies are from the ωB97M-V functional and the def2-TZVPD basis.

Each line ends with the Mulliken spin population.
Positions of all 79 atoms, in Å:
Ti (-0.968, -0.054, -0.517)  -0.073
P (-3.443, -0.250, -0.290)  0.008
P (-0.213, -2.446, -0.784)  -0.001
P (-0.297, 2.408, -0.371)  0.021
H (4.008, -0.315, 1.736)  0.012
C (3.833, 0.295, 0.839)  0.001
C (4.137, 1.714, 1.073)  0.804
H (4.351, 2.045, 2.085)  0.041
C (-4.282, -0.860, -1.800)  0.000
C (-4.386, -1.148, 0.990)  0.000
C (-4.122, 1.450, -0.159)  0.000
C (1.493, -2.693, -0.175)  0.018
C (-1.187, -3.788, -0.015)  0.001
C (-0.082, -3.039, -2.509)  0.001
C (1.449, 2.639, -0.855)  -0.061
C (-0.400, 3.476, 1.103)  -0.003
C (-1.164, 3.446, -1.606)  0.004
H (4.377, -0.138, -0.020)  0.036
H (4.261, 2.385, 0.227)  0.001
H (-5.367, -0.738, -1.670)  0.000
H (-4.056, -1.924, -1.946)  0.000
H (-3.948, -0.306, -2.686)  0.000
H (-5.456, -1.014, 0.778)  0.000
H (-4.176, -0.770, 1.997)  0.000
H (-4.153, -2.219, 0.952)  0.000
H (-5.211, 1.369, -0.029)  0.000
H (-3.907, 2.023, -1.070)  0.000
H (-3.696, 1.980, 0.703)  0.000
H (1.677, -3.766, -0.030)  0.000
H (1.657, -2.169, 0.776)  0.000
H (2.207, -2.302, -0.912)  0.003
H (-1.190, -4.652, -0.693)  0.000
H (-2.225, -3.463, 0.142)  0.000
H (-0.753, -4.083, 0.948)  0.000
H (-0.118, -4.137, -2.500)  0.000
H (0.856, -2.705, -2.966)  0.000
H (-0.912, -2.652, -3.111)  0.000
H (1.623, 3.712, -1.016)  -0.005
H (1.668, 2.103, -1.786)  -0.012
H (2.139, 2.279, -0.081)  0.059
H (-0.118, 4.502, 0.825)  0.000
H (0.284, 3.120, 1.882)  0.007
H (-1.426, 3.487, 1.493)  -0.001
H (-0.694, 4.439, -1.611)  0.000
H (-2.225, 3.549, -1.349)  0.000
H (-1.090, 3.001, -2.606)  0.000
C (0.591, 0.191, -3.717)  -0.008
C (1.838, -0.017, -3.127)  -0.053
C (2.986, -0.041, -3.933)  0.001
C (2.876, 0.149, -5.314)  0.000
C (1.617, 0.354, -5.899)  0.000
C (0.470, 0.373, -5.098)  -0.001
Se (-1.153, 0.218, -2.658)  0.003
H (2.662, 0.171, 0.574)  0.113
H (1.923, -0.155, -2.044)  0.064
H (3.964, -0.204, -3.473)  0.000
H (3.772, 0.136, -5.938)  0.000
H (1.533, 0.498, -6.976)  0.000
H (-0.518, 0.525, -5.532)  0.000
C (-1.493, -1.889, 2.888)  0.001
P (-0.847, -0.344, 2.155)  0.011
C (-1.871, 0.866, 3.064)  0.001
C (0.771, -0.218, 3.052)  -0.002
C (1.554, -1.367, 3.269)  0.006
C (2.752, -1.284, 3.982)  -0.006
C (3.193, -0.053, 4.479)  0.001
C (2.436, 1.097, 4.238)  0.007
C (1.226, 1.014, 3.546)  0.000
H (-2.476, -2.135, 2.473)  0.000
H (-1.591, -1.733, 3.971)  0.000
H (-0.816, -2.731, 2.713)  0.000
H (-1.794, 0.635, 4.136)  0.000
H (-1.525, 1.890, 2.892)  0.000
H (-2.923, 0.798, 2.758)  0.000
H (1.221, -2.343, 2.909)  0.000
H (3.339, -2.189, 4.156)  0.000
H (4.121, 0.011, 5.048)  0.001
H (2.784, 2.068, 4.597)  -0.001
H (0.628, 1.919, 3.422)  0.000

## Properties
Charge: +3
Orbital gap (alpha / beta), eV: 4.1 / 6.1
Multiplicity: 2
Energy, Eh: -5596.699253
⟨S²⟩: 0.75
ΔE to the lowest compared entry with this formula, charge and spin, kcal/mol: 0.0



Question: energy of number 1 (C25H48Cl3NO13)?
Answer: -3393.988714 Eh



Question: Which of these has the highest energy?
Answer: C25H48F3O23Rb